[1]
The following is a quantum chemistry calculation of 2 unconnected molecules or ions with the total composition CH3Br3SSi, from the OMol25 dataset.

The geometry in XYZ format:
```
9
Properties=species:S:1:pos:R:3:nbo_charge:R:1
Br 2.86843 2.24091 0.78294 -0.28
Si 1.88564 0.35173 0.16965 0.81
S -2.45447 -1.11955 0.39777 0.19
Br 2.58225 -0.39841 -1.76801 -0.27
H -3.31765 -0.24284 1.00504 0.13
Br 2.48066 -1.19736 1.78038 -0.32
H -0.69349 -0.45301 -1.01028 0.21
C -1.67462 -0.13912 -0.63733 -0.69
H -1.67676 0.95765 -0.72017 0.22
```

The value obtained for the energy above the lowest of the compared OMol25 structures with the same formula, charge and spin is 78.66 kcal/mol. Its LUMO energy (spin up / spin down) is -0.05 / -2.22 eV. As for the HOMO energy (spin up / spin down): -0.31616 / -0.27573 hartree. Its charge is 0. The multiplicity is 1.

---

[2]
The following is a quantum chemistry calculation of C2H4O3 in the gas phase, from the OMol25 dataset.

The geometry in XYZ format:
```
9
Properties=species:S:1:pos:R:3:nbo_charge:R:1
C 0.07110 0.59358 0.38489 -0.18
H -0.27595 -0.55486 1.95974 0.49
H -0.83412 1.14415 0.10429 0.18
O -0.32838 -1.72289 0.02218 -0.56
H 0.11309 0.31060 -2.04317 0.48
H 0.93667 1.21168 0.05287 0.20
C -0.03797 -0.70056 -0.43418 0.76
O 0.05039 -0.62066 -1.78612 -0.67
O 0.30518 0.33897 1.73950 -0.69
```

The value obtained for the energy above the lowest of the compared OMol25 structures with the same formula, charge and spin is 17.62 kcal/mol. Its LUMO energy is 0.48 eV. As for the HOMO energy: -0.39455 hartree. Its charge is 0. The multiplicity is 1.

---

[3]
The following is a quantum chemistry calculation of a molecular structure, C31H44BrCdN5O5S3Si, from the OMol25 dataset.

The geometry in XYZ format:
```
91
Properties=species:S:1:pos:R:3:mulliken_charge:R:1
H 1.07435 -4.57947 -3.77140 0.49
H 0.79645 0.65152 -5.03522 0.31
Cd 0.29523 -0.18333 0.38101 2.24
C 0.23371 4.49645 3.14535 -0.24
C 0.10894 0.14160 -5.70991 -1.49
C -3.56950 -5.12144 3.75566 0.29
H -1.36829 -5.46657 -3.92051 0.37
C -1.91077 -3.18867 2.69042 0.10
H 1.30484 -2.82622 -3.58513 0.07
C -1.44138 2.36010 0.12077 -0.55
H -4.87028 1.17823 -1.61837 0.34
H -4.57275 -0.44102 0.45773 0.56
C 1.25428 4.10809 2.29993 -0.76
H 3.49621 -3.10029 -1.51164 0.21
C -3.76283 1.77987 1.43029 -0.63
C 2.45600 2.26089 1.11657 -1.11
C -0.69424 -3.69644 -1.89388 -1.17
N 0.56281 1.83025 2.48092 -0.10
C 4.09876 -2.42914 -2.12032 -0.66
S 4.94362 -1.24976 -1.04068 -0.19
H -2.70021 -4.32969 -3.61850 0.39
H 3.45686 -1.90197 -2.82426 0.10
C -3.83210 0.98050 -1.90144 -1.93
H -2.53439 2.33162 -5.37809 0.32
H -3.75528 0.96667 -2.98913 0.39
H -1.36682 2.26095 -6.71946 0.41
C -0.62590 3.53111 3.65064 -0.71
S 2.44309 -1.80038 0.58141 -0.45
C -2.14857 -4.36874 1.99633 0.01
N -1.53629 1.11830 0.48294 1.84
H 0.03198 -3.04401 -1.41019 0.00
C 1.37884 2.75640 1.98593 0.86
C -4.69706 1.37253 2.56637 -1.53
H 1.92314 4.83218 1.85281 0.36
C -2.79906 0.64432 1.04880 0.49
H -2.12060 -0.15262 -7.29524 0.46
C -2.30722 -0.28532 -6.22606 -1.55
O -1.24735 -2.16120 -3.70832 0.18
N -1.34540 3.48788 -0.18150 -1.06
H -5.26193 0.46974 2.32331 0.31
H 3.32653 2.89014 0.92132 0.32
H -4.06995 -1.51493 -3.03337 0.25
H -2.54321 0.13977 1.98684 -0.14
H -4.34738 2.08967 0.56024 0.33
C -4.23913 -1.48437 -1.95468 -1.75
C -0.42026 2.20901 3.28087 -0.29
H 0.09369 5.54259 3.38919 0.37
H -3.16294 -6.27129 1.99277 0.42
C -3.36042 -3.95155 4.46419 -0.71
C 0.65478 -3.59672 -4.00104 -1.69
H -3.84549 -3.79699 5.41863 0.40
H -4.12538 1.16447 3.47431 0.28
Si -1.03733 -0.71022 -2.90934 -0.75
H 4.86959 -2.98951 -2.64916 0.39
C -1.01839 -2.10910 2.09304 0.06
C -3.39391 -0.36939 -1.33689 1.93
C -2.52059 -2.98868 3.92142 -0.29
H -0.41937 -4.73514 -1.68975 0.67
H -2.31997 -2.06221 4.44328 0.47
S 0.86789 -0.34901 -2.22377 -0.90
H -3.17998 2.65191 1.73574 0.44
O -1.64480 0.34894 -4.02831 -0.07
H -1.77860 -4.22757 -5.12827 0.39
H 0.24471 -0.93223 -5.57585 0.14
H -0.81951 2.60895 -5.06145 0.42
C -1.33044 0.54365 -5.39254 1.87
N 2.39790 1.07707 0.65786 0.91
H -2.19612 -1.33852 -5.96704 0.09
H -1.44442 3.79406 4.30821 0.40
H -5.41639 2.16388 2.79378 0.45
C 3.52116 -0.67733 -0.08887 0.31
N 3.48220 0.62846 -0.04464 -1.22
H -1.06568 1.40944 3.62952 0.54
C -2.97529 -5.34951 2.52657 -0.78
C -0.74125 -3.45597 -3.39895 2.15
H -3.19839 1.78691 -1.53507 0.26
C -3.50881 -0.44067 0.19087 -1.21
H -1.67736 -4.49539 1.03021 0.44
Br -4.71338 -6.46143 4.49745 -0.27
O -0.71274 -1.14696 2.81489 -0.78
O -0.69384 -2.28135 0.88960 -0.98
H -1.66509 -3.48972 -1.44143 -0.05
H -3.11065 -1.42088 0.46411 -0.52
O -2.03685 -0.62280 -1.62435 0.79
C -1.70703 -4.43709 -4.05876 -2.13
C -1.52402 2.03312 -5.66176 -1.88
H 0.35094 0.40530 -6.74294 0.52
H -3.33223 0.01996 -6.00530 0.31
H 0.61164 -3.47672 -5.08681 0.36
H -3.95069 -2.44992 -1.53472 0.31
H -5.30277 -1.31815 -1.76507 0.43
```

The value obtained for the energy above the lowest of the compared OMol25 structures with the same formula, charge and spin is 0.00 kcal/mol. Its LUMO energy is 3.59 eV. As for the HOMO energy: -0.07898 hartree. Its charge is -2. The multiplicity is 1.